{
  "formula": "C12H42O9",
  "method": "ωB97M-V/def2-TZVPD",
  "max_force_ev_per_a": 3.45,
  "smiles": "CCO.CCO.CCO.CO.CO.CO.CO.CO.CO",
  "de_lowest_kj_mol": 470.2,
  "symbols": ["C", "C", "O", "H", "H", "H", "H", "H", "H", "C", "C", "O", "H", "H", "H", "H", "H", "H", "C", "C", "O", "H", "H", "H", "H", "H", "H", "C", "O", "H", "H", "H", "H", "C", "O", "H", "H", "H", "H", "C", "O", "H", "H", "H", "H", "C", "O", "H", "H", "H", "H", "C", "O", "H", "H", "H", "H", "C", "O", "H", "H", "H", "H"],
  "positions_angstrom": [[0.89648, 0.40727, -4.30313], [2.26252, 1.06560, -4.65850], [2.95453, 1.13904, -3.38147], [0.36952, 1.17731, -3.73825], [0.87672, -0.56364, -3.81395], [0.34530, 0.31069, -5.24344], [2.23375, 2.04394, -5.12865], [2.79217, 0.35557, -5.29610], [3.08679, 0.26858, -2.99611], [-0.07866, 1.13841, -0.57208], [0.21445, 0.28226, 0.60728], [-0.78152, -0.66348, 0.75287], [-0.57267, 0.64298, -1.40938], [0.77096, 1.55146, -1.12287], [-0.62515, 2.01741, -0.22290], [0.44009, 0.87274, 1.50036], [1.14860, -0.25581, 0.40980], [-1.60374, -0.25899, 0.44993], [-1.71677, 2.46843, 5.03667], [-0.99370, 2.79876, 3.76002], [-0.38316, 4.07847, 3.90137], [-1.06391, 2.39968, 5.90641], [-2.19044, 1.49526, 4.89248], [-2.50442, 3.19102, 5.24679], [-1.72327, 2.94131, 2.95780], [-0.27558, 2.04190, 3.43807], [-0.24807, 4.46870, 3.03506], [1.07875, -2.99192, 2.56737], [0.53214, -3.20475, 1.30315], [1.30703, -3.96669, 3.00344], [2.02876, -2.45840, 2.48493], [0.41592, -2.51560, 3.29357], [0.24955, -2.31192, 1.06751], [-2.72384, -3.76936, 1.18489], [-1.77487, -4.78978, 1.50544], [-2.85299, -3.68288, 0.10288], [-3.66694, -4.06842, 1.64055], [-2.37334, -2.80211, 1.55015], [-0.94158, -4.36635, 1.24902], [-3.25029, -1.08698, -4.17697], [-2.81533, -0.40301, -2.98044], [-2.38466, -1.47994, -4.72020], [-3.82857, -1.96667, -3.90960], [-3.62750, -0.38702, -4.92276], [-2.45838, 0.45719, -3.21663], [4.43400, -0.99028, 1.19604], [4.24272, -1.55662, -0.10981], [4.14174, -1.65713, 2.00614], [5.47724, -0.69408, 1.32895], [3.90651, -0.03762, 1.17635], [4.81725, -2.32104, -0.20080], [3.86138, 3.15771, -0.38978], [4.54831, 2.46194, -1.44228], [3.57521, 4.15778, -0.72046], [2.89662, 2.66159, -0.24586], [4.40922, 3.09607, 0.54737], [3.85681, 2.15143, -2.03987], [-4.70626, -0.43207, 0.61139], [-3.56463, 0.17314, -0.02839], [-4.30363, -0.76442, 1.56635], [-5.58791, 0.20416, 0.66981], [-4.93683, -1.32483, 0.02724], [-3.61242, 0.09395, -0.98679]],
  "forces_ev_per_angstrom": [[-0.299, 1.920, -1.677], [-0.192, -2.810, 1.987], [0.312, 1.081, -0.525], [-0.229, -0.375, 0.374], [0.575, 0.144, 0.160], [-0.193, -0.193, 0.006], [-0.217, 0.028, 0.323], [0.266, 0.312, -0.256], [-0.106, -0.204, -0.278], [0.186, 1.833, -1.042], [2.032, -0.307, -0.716], [-0.716, -0.700, 0.757], [-0.540, -0.379, 0.498], [0.527, -0.017, 0.604], [-0.465, -0.064, -0.417], [-0.455, 0.086, 0.146], [0.028, -0.204, 0.086], [-0.588, -0.267, 0.100], [-0.161, -0.578, -0.037], [-0.450, 1.068, -0.530], [0.513, 0.165, 0.387], [0.135, 0.067, -0.109], [-0.061, -0.054, 0.180], [0.095, 0.090, -0.055], [-0.204, -0.603, -0.066], [0.083, -0.101, 0.241], [0.045, -0.069, -0.024], [0.917, -0.990, 1.132], [-0.355, 0.606, -0.335], [0.056, -0.037, -0.064], [-0.059, 0.230, 0.168], [-0.153, 0.309, -0.268], [-0.552, -0.088, -0.758], [0.257, -0.617, 0.097], [-0.270, 0.589, -0.352], [-0.134, -0.011, -0.094], [-0.056, 0.268, 0.000], [-0.235, 0.102, 0.170], [0.378, -0.354, 0.255], [1.698, 0.368, -0.259], [-0.513, -0.354, -0.138], [0.304, -0.213, 0.302], [-0.537, 0.495, 0.026], [-1.012, -0.141, 0.355], [0.036, -0.047, -0.169], [0.602, 0.414, -0.944], [-0.120, 0.041, 0.446], [-0.249, 0.090, -0.018], [0.145, -0.223, 0.114], [-0.406, -0.243, 0.303], [-0.005, -0.022, 0.032], [-0.771, -0.858, -1.043], [-0.073, 0.394, 0.762], [0.520, 0.345, 0.380], [-0.058, -0.116, 0.389], [0.210, 0.334, -0.179], [0.229, -0.037, -0.327], [1.268, -0.715, -0.902], [-0.064, 0.540, 0.304], [-0.559, 0.167, 0.241], [0.189, 0.211, 0.171], [-0.388, -0.113, 0.220], [-0.160, -0.193, -0.132]]
}

{
  "formula": "CH4ClFNO3PS",
  "method": "ωB97M-V/def2-TZVPD",
  "max_force_ev_per_a": 5.12,
  "energy_ha": -1620.579048,
  "smiles": "CN(P(O)Cl)S(=O)(=O)F",
  "symbols": ["C", "N", "P", "O", "Cl", "S", "O", "O", "F", "H", "H", "H", "H"],
  "positions_angstrom": [[-1.49883, 0.21433, -0.47720], [-0.42632, 0.10330, 0.54471], [0.71844, 1.44506, 0.46896], [1.47047, 1.43265, -1.05259], [2.21495, 0.99261, 1.88183], [0.32268, -1.43814, 0.56900], [0.31239, -1.90274, 1.97239], [1.65813, -1.46207, -0.04103], [-0.63509, -2.46432, -0.28195], [-1.63470, 1.25635, -0.84284], [-2.45630, -0.09061, -0.00439], [-1.34990, -0.41680, -1.37315], [1.30406, 2.33038, -1.36376]],
  "forces_ev_per_angstrom": [[-1.308, 0.138, -0.392], [1.470, -1.518, -1.495], [0.370, 1.286, -0.315], [-0.713, -0.743, 1.822], [-0.921, -0.191, -1.113], [3.066, -2.251, 3.431], [-0.873, 1.025, -3.422], [-3.215, 0.413, 0.091], [0.796, 1.784, 0.819], [0.374, -0.561, 0.515], [0.606, 0.186, -0.279], [0.216, 0.346, 0.533], [0.133, 0.085, -0.195]]
}

{
  "formula": "C4H9N3",
  "method": "ωB97M-V/def2-TZVPD",
  "max_force_ev_per_a": 3.70,
  "smiles": "C/N=C\\C=C\\NN",
  "de_lowest_kj_mol": 270.6,
  "symbols": ["C", "N", "C", "C", "C", "N", "N", "H", "H", "H", "H", "H", "H", "H", "H", "H"],
  "positions_angstrom": [[1.60092, 2.08062, -0.11996], [1.48713, 1.34717, -1.39640], [0.72595, 0.31716, -1.50954], [-0.26932, -0.25687, -0.66920], [-0.46605, -0.13925, 0.73293], [-1.20733, -0.97680, 1.48422], [-1.70580, -2.18358, 1.00909], [2.09228, 1.53390, 0.69031], [2.17379, 3.02347, -0.27654], [0.62166, 2.41339, 0.22830], [0.67654, -0.19880, -2.48380], [-0.91801, -0.92465, -1.22839], [0.08995, 0.62412, 1.29517], [-1.01720, -0.94203, 2.50577], [-0.96674, -2.82502, 0.75896], [-2.31925, -2.02187, 0.22648]],
  "forces_ev_per_angstrom": [[-0.229, 0.627, -0.951], [0.582, -0.626, 0.488], [0.111, 1.675, -0.499], [-1.290, -0.544, 3.420], [1.626, 0.164, -3.009], [0.192, 0.350, 1.545], [-0.426, -0.059, 0.500], [-0.013, -0.273, -0.170], [-0.210, -0.803, -0.070], [-0.258, -0.082, 0.174], [0.550, 0.524, 0.101], [0.092, -0.305, 0.377], [-0.350, -0.511, -0.184], [-0.595, -0.192, -1.357], [0.274, 0.053, -0.315], [-0.057, 0.000, -0.052]]
}